[1]
A 5-piece molecular cluster, C35H76N7O2S overall. Source: the OMol25 dataset; level of theory: ωB97M-V/def2-TZVPD.

Positions of all 121 atoms, in Å:
H 7.758 -5.357 -1.778
S -2.883 -1.618 0.168
N -10.895 5.380 -1.832
H -5.873 2.738 1.204
H 1.914 -3.739 5.638
C 3.510 -4.519 3.737
H 0.594 0.781 0.358
H 7.596 2.055 1.443
H 9.195 -5.312 -6.245
C 5.866 -3.999 -4.467
H 4.560 -2.132 2.325
H 5.967 -6.188 -4.425
H -12.019 6.981 -3.848
H 2.620 -1.126 1.857
C 8.241 -4.629 -4.443
H 8.414 -3.737 -6.407
C -12.280 5.770 -2.042
H 6.109 -4.799 -1.459
C 5.284 -1.564 0.393
H 6.210 1.460 3.288
H -12.754 5.900 -1.065
H -9.042 3.437 -2.091
C 7.320 -3.367 -2.584
C -9.563 7.537 -1.470
H -9.289 5.624 -0.550
H -3.591 -1.784 -0.960
H 0.399 -2.611 2.110
H 9.200 -4.255 -4.077
H -9.061 7.406 -2.429
C 0.223 -3.689 2.078
C -12.560 7.008 -2.901
C -2.070 2.148 0.811
H 1.426 -6.147 5.572
H 2.134 1.408 -0.122
C 5.271 -5.384 -4.182
C 3.987 0.537 2.211
H -2.415 4.203 -1.146
H -6.675 4.293 1.298
H 6.607 -2.567 -2.365
O -5.909 4.315 -1.548
H 4.379 -5.530 -4.794
N -2.038 0.758 1.073
H 7.266 0.579 0.559
H 6.276 -1.929 2.273
H 8.124 -5.642 -4.027
N 5.198 -0.178 2.545
H 1.286 -5.533 2.352
H 5.195 -3.230 -4.076
H 4.794 -6.252 3.735
H 6.007 1.809 0.733
H 1.847 0.368 2.375
C -2.851 2.284 -0.281
H 3.421 -6.424 4.809
H -0.788 -0.685 4.109
N -3.248 1.018 -0.672
C 8.321 -4.727 -5.959
H -0.141 -3.944 1.081
H -12.306 7.931 -2.383
C -8.896 4.273 -2.779
C -1.369 0.224 2.134
C 1.035 2.812 1.043
C 1.092 1.683 0.010
H -8.148 4.941 -2.359
C 1.323 -4.103 4.794
H -0.054 4.638 1.425
C -2.741 0.101 0.153
O -4.173 4.268 -0.132
H -8.826 7.934 -0.769
H -10.334 8.297 -1.588
N 7.207 -3.718 -3.987
H -13.625 7.056 -3.135
H -0.069 -5.304 5.927
H -10.026 5.833 -3.725
H 4.075 -4.154 2.874
C -0.204 3.680 0.944
H 7.456 -4.121 -0.563
H 4.439 -1.009 -0.020
C -6.377 3.501 0.615
N -1.400 3.059 1.601
H 2.206 -4.270 1.549
H 3.204 -6.579 3.061
H 0.512 -3.374 4.689
H -3.698 3.312 -1.919
H 5.858 -3.847 -5.550
H -8.491 3.877 -3.712
C -10.128 6.218 -0.929
H -2.039 3.807 1.842
H 6.198 -1.198 -0.071
C 2.728 -0.263 2.516
H -0.569 -3.934 2.788
H 3.962 1.454 2.806
C 0.696 -5.453 5.162
C 1.506 -4.454 2.369
C 5.342 -1.481 1.924
H 0.720 1.999 -0.962
H -10.741 6.423 -0.048
H -10.868 4.298 -3.593
C 7.148 -4.484 -1.547
H 2.730 -0.617 3.547
H 1.872 3.474 0.824
C 6.829 1.306 1.242
H 5.167 -2.607 0.089
H -7.258 3.081 0.150
C 3.731 -6.031 3.842
H 0.212 -5.929 4.307
H -12.793 4.917 -2.497
H 7.446 -5.219 -6.386
H -0.402 3.834 -0.117
N 2.146 -4.033 3.599
H 3.959 0.853 1.153
H 1.191 2.443 2.052
H -3.849 0.781 -1.444
H 8.307 -2.916 -2.436
C -5.499 4.059 -0.456
H 3.964 -4.031 4.604
H 7.213 0.079 2.969
C 6.385 0.661 2.560
C -1.047 -0.217 3.193
H 4.968 -5.496 -3.142
C -10.213 4.984 -3.049
C -3.258 3.552 -0.952

Charge = +1
Spin multiplicity = 1

Löwdin atomic charge list, values in e, 2 entries:
1 H 0.07
2 S 0.97


[2]
A 8-piece molecular cluster, C35H77ClN2O23S7 overall. Source: the OMol25 dataset; level of theory: ωB97M-V/def2-TZVPD.

Positions of all 145 atoms, in Å:
O 3.331 -2.418 4.605
H 3.382 -7.072 -0.045
H -3.811 4.550 -6.739
O -0.732 -6.435 -0.584
O -0.535 -1.995 -0.171
H -3.316 -8.054 -2.607
H -4.189 -7.674 -7.112
H -2.020 3.303 -6.056
C -4.915 2.528 -5.701
H -2.270 3.509 -4.316
O 3.310 4.640 0.781
H -1.084 -2.183 2.354
H -0.648 8.970 6.902
O -4.616 -6.846 -4.623
H 4.101 3.246 -0.548
H 0.717 9.163 1.600
H 3.568 -7.702 5.861
C -3.718 4.565 -5.630
S 5.645 -7.349 4.848
H 1.408 4.613 -1.085
H -3.475 -3.449 -1.410
H -1.843 -4.177 -1.255
C -2.919 -1.085 2.705
C -1.168 5.166 -5.379
C 4.542 -8.182 5.945
C 8.126 -8.024 4.413
H -2.635 -0.242 2.075
S 0.019 -6.459 0.642
H -4.540 3.943 -0.384
C -2.164 -2.340 2.311
S -3.334 -6.136 -3.972
H -1.875 1.888 -1.839
H -0.212 4.662 -5.640
N -2.070 7.953 -1.387
N 1.542 5.827 -3.470
S 1.783 -2.561 4.970
H 0.357 -4.935 2.402
H -4.301 5.136 -1.677
C -2.001 5.782 -2.929
C 8.846 -6.708 4.639
H 2.610 -3.988 2.425
C 2.056 -7.654 -1.623
H -3.041 5.651 -3.273
C -2.008 7.044 -2.042
H -4.883 -6.265 -7.944
H 9.788 -6.688 4.089
H 0.826 7.572 2.337
H -3.470 1.871 -1.077
H 2.163 -6.755 -2.233
H 4.474 -9.226 5.650
H 0.730 9.671 6.009
O 1.009 -2.388 3.777
S 3.024 3.606 1.974
C -2.505 3.849 -1.181
O -2.741 -0.868 -0.500
O 5.776 -5.989 5.284
H 7.851 -8.149 3.363
H -1.785 8.897 1.416
H -4.828 2.684 -6.804
H 0.028 -4.112 0.842
O 5.292 -7.677 3.499
H -3.573 5.377 -0.008
H 0.608 -0.983 6.232
H 1.969 -0.246 5.346
H -0.887 7.691 0.480
O 1.565 -6.230 0.304
C -2.266 4.061 -5.274
O -0.101 9.073 3.464
H -3.391 -6.112 -7.011
C -3.359 -6.982 -2.427
O -2.167 -6.534 -4.699
C -1.443 4.627 -2.039
C -1.105 8.048 1.481
H 4.270 -4.498 2.108
H 2.158 -8.223 0.465
O -4.675 3.734 -4.979
O -3.633 -4.754 -3.734
C 3.375 4.702 3.308
H -0.699 8.335 -3.945
S -0.529 8.166 4.710
H -1.304 -4.882 1.748
C 3.658 -3.715 2.558
O -3.510 8.051 -4.421
C 2.091 3.770 -1.156
H -1.406 5.793 -6.270
C -2.405 -3.268 -1.465
S -1.964 -2.049 -0.272
C 1.652 -1.097 5.946
C -5.183 -6.270 -5.808
O -2.549 -2.813 1.012
Cl -2.831 8.255 -6.881
O -1.920 7.855 4.602
H 8.790 -8.848 4.672
C -3.795 4.648 -0.821
H 3.771 -4.461 4.588
H -2.401 -3.138 3.016
O 6.970 -8.152 5.254
H 2.743 -8.418 -1.991
H 5.069 -3.374 4.128
C 2.335 -7.348 -0.163
H -5.303 -5.191 -5.689
C 3.435 4.112 -0.546
H -5.950 2.198 -5.470
C -1.020 6.105 -4.116
H 2.741 5.579 3.221
C -0.246 -4.939 1.497
H 2.208 3.494 -2.204
H -2.480 -6.656 -1.866
C -2.844 2.438 -1.797
H 2.275 -1.207 6.829
H -0.879 3.866 -2.627
C -1.148 7.599 -4.640
O 0.456 7.140 4.899
C -4.366 -6.600 -7.043
H -3.994 -1.229 2.588
H -3.887 5.585 -5.218
O 1.605 -3.706 5.815
H -6.182 -6.696 -5.911
H -3.334 2.508 -2.788
H 8.241 -5.865 4.303
O 1.626 3.295 1.987
H 3.819 -2.780 2.019
O 4.019 2.575 1.941
C -0.321 9.398 5.956
H -0.708 5.056 -1.324
H -4.267 -6.713 -1.893
H 1.038 -8.020 -1.762
C 0.445 5.985 -3.649
C 0.170 8.435 2.201
H -2.144 -2.885 -2.449
H 1.626 2.930 -0.634
H 4.919 -8.087 6.961
O -0.101 -7.547 1.565
C 4.000 -3.554 4.028
H 9.050 -6.558 5.700
H -4.212 1.719 -5.385
H -1.630 7.253 2.016
H -0.936 10.259 5.704
H -2.007 3.613 -0.211
H 4.427 4.976 3.270
H -0.511 7.631 -5.553
C -2.577 7.949 -5.098
H -2.705 -0.820 3.742
H 3.155 4.177 4.235
H 3.914 4.888 -1.144

Spin multiplicity = 1

Löwdin atomic charge list, values in e, 2 entries:
1 O -0.25
2 H 0.12


[3]
A 7-piece molecular cluster, C35H78BBr2ClF3N2O11 overall. Source: the OMol25 dataset; level of theory: ωB97M-V/def2-TZVPD.

Positions of all 133 atoms, in Å:
C -2.761 1.134 -0.399
C 1.579 8.476 -4.600
H -0.127 10.156 -3.206
H -3.682 3.819 -1.073
H -4.097 1.495 3.523
H -1.393 8.959 -2.889
C -0.689 2.764 -0.131
H 3.075 -7.096 7.094
H 6.145 8.255 -3.899
C -7.090 3.463 0.506
H -2.562 -7.624 3.643
H -2.073 -3.130 -0.060
H -0.653 -2.349 -0.738
C -3.360 -1.633 -7.279
C 4.195 -7.286 4.578
H 1.860 7.911 -5.490
H 6.319 -10.365 7.349
H -0.588 4.641 -0.660
H 7.242 -9.752 9.605
H 0.448 -1.313 3.235
O -6.974 3.744 1.653
O 4.019 8.963 -2.382
C 2.780 -6.890 4.957
C -1.767 -1.097 0.613
Cl -7.955 4.464 -0.621
H 9.083 -9.078 7.161
C -1.644 -7.039 3.564
B -4.331 0.828 1.733
H -2.608 -1.737 -5.272
H 7.076 -7.757 6.618
H -1.614 -0.352 -1.379
Br -5.368 3.036 -4.508
H 6.404 9.861 -4.593
O -1.182 3.901 -0.819
C 0.098 8.305 -4.311
F 0.005 1.973 -2.296
O -4.035 1.815 2.613
C -2.582 3.642 -3.898
H -5.031 -0.999 1.509
C -6.437 2.245 -0.113
C -2.946 5.090 -3.663
O -3.398 0.091 -5.575
H -0.909 -7.457 4.256
C 6.913 -8.996 8.892
C -4.211 1.148 0.162
H -0.636 -1.412 -6.796
H -0.487 8.630 -5.172
H -3.335 5.274 -2.662
O 6.505 -8.529 6.548
H 0.288 6.596 -3.395
C -3.664 2.581 -3.713
C 6.991 -9.514 7.464
H 2.123 -7.758 4.865
C -2.646 -1.014 -6.088
C 0.319 2.010 -1.007
Br -2.010 3.476 -5.769
H 5.892 -8.706 9.138
H 4.443 8.139 -2.121
H 0.741 -6.610 2.651
C -1.239 -2.467 0.177
C -0.365 -3.151 1.222
H -5.298 3.750 -1.784
H -0.740 -0.133 -5.574
H -1.261 0.187 -7.227
H 1.692 -6.082 6.642
H -0.900 -3.360 2.148
C -1.095 -7.054 2.145
N -4.954 2.452 -0.101
H -0.080 3.108 0.707
H -4.367 -1.944 -7.003
H 4.513 10.739 -3.188
H -2.070 5.721 -3.808
H -3.678 5.404 -4.404
H 4.894 8.990 -4.902
C 5.034 9.821 -2.912
O -4.756 -0.379 2.192
H 8.773 -10.714 7.760
C -0.327 9.092 -3.082
H -6.766 2.140 -1.143
H -0.414 -8.464 0.657
C 5.657 9.200 -4.152
H 6.577 9.213 -1.531
O -0.223 6.917 -4.146
H -4.763 0.378 -0.375
C 0.923 -2.395 1.557
H -1.851 -6.017 3.883
H 7.548 -8.114 9.010
C 6.077 10.132 -1.851
H -1.457 1.405 1.338
F 0.491 0.750 -0.581
H -1.821 -6.593 1.470
O 2.251 -5.922 4.042
N 1.032 -2.113 3.011
H -0.046 -8.931 2.317
F 1.512 2.629 -0.913
H -3.339 1.689 -4.245
H -2.519 -1.283 1.382
C -3.920 2.107 -2.280
O 0.071 -6.244 2.058
H -1.698 -9.094 1.702
H 4.225 -7.666 3.555
C 8.405 -9.933 7.094
H 0.987 -1.461 0.989
H 8.439 -10.305 6.070
H -0.945 -0.563 1.084
H 5.611 10.579 -0.974
H 2.801 -5.134 4.093
H -3.453 0.757 -6.271
H 1.978 -1.799 3.199
H 2.181 8.113 -3.768
H 0.222 8.744 -2.202
C 2.714 -6.356 6.379
C -4.495 3.156 -1.363
H 6.835 10.818 -2.230
H 3.333 -5.459 6.473
H -4.610 1.263 -2.399
H 4.857 -6.415 4.625
H -2.818 -2.501 -7.656
O -2.697 1.720 -1.714
H -2.445 2.768 0.953
H -3.445 -0.904 -8.089
C -2.348 -0.339 -0.576
H -3.199 -0.908 -0.957
H -0.080 -4.125 0.829
H -4.756 3.086 0.677
C -1.235 -0.573 -6.441
H -1.714 3.327 -3.332
H 1.797 -2.983 1.288
C -1.841 1.980 0.501
H 4.589 -8.046 5.246
C -0.803 -8.472 1.675
H -6.713 1.346 0.431
H 1.829 9.525 -4.760

Charge = +1
Spin multiplicity = 1

Löwdin atomic charge list, values in e, 2 entries:
1 C -0.35
2 C -0.06


| no. | E (eV) |
| --- | --- |
| 1 | -62879.018 |
| 2 | -175981.346 |
| 3 | -224496.519 |